No. 1
C5H6N | ωB97M-V with the def2-TZVPD basis set

Geometry as XYZ:
```
12
C5H6N | the OMol25 dataset | ωB97M-V with the def2-TZVPD basis set
N -1.63 0.31 -0.49
C -0.42 -1.39 0.63
C -2.88 -0.04 -0.44
C 0.69 0.79 0.20
C -0.51 -0.17 0.12
C -3.89 0.34 0.18
H -1.51 1.12 -1.16
H 0.46 -1.75 1.12
H -1.16 -2.16 0.79
H 0.21 1.87 0.32
H 1.35 0.69 -0.64
H 1.25 0.63 1.18
```

Properties
Calculated total energy, eV: -6757.683
Net charge: +1
ΔE to the lowest compared entry with this formula, charge and spin, kcal/mol: 172.8
Largest force on an atom, eV/Å: 3.202

Results of the natural (NBO) charge analysis, in e, for atoms 1 through 6: number 1, N, carries -0.3170; number 2, C, carries -0.1443; number 3, C, carries -0.0584; number 4, C, carries -0.6558; number 5, C, carries 0.1305; number 6, C, carries 0.3268

No. 2
C15H25INO5P2Y | ωB97M-V with the def2-TZVPD basis set

Geometry as XYZ:
```
50
C15H25INO5P2Y | the OMol25 dataset | ωB97M-V with the def2-TZVPD basis set
I 1.01 1.20 -4.57
Y -0.25 0.67 -0.96
P 1.85 2.30 -0.21
P -1.63 -1.21 -2.37
O -0.64 -0.03 0.99
O -1.50 -0.95 7.67
O 2.37 -1.26 -1.98
O -0.78 -3.03 7.53
O 0.40 -2.04 0.69
N -1.05 -1.92 7.02
C 1.39 2.56 1.56
C 1.13 2.16 -6.52
C 3.64 1.93 -0.21
C -2.83 -1.70 -1.06
C 1.47 -0.59 -1.63
C -0.31 -2.82 4.86
C -0.35 -1.39 2.89
C 1.59 3.95 -0.97
C -1.12 -0.51 5.03
C -0.99 -2.76 -3.08
C -0.17 -1.20 1.43
C -0.88 -0.36 3.67
C -0.06 -2.65 3.50
C -0.83 -1.75 5.61
C -2.65 -0.33 -3.61
H 0.51 4.20 -0.92
H 2.08 2.69 -6.59
H -3.07 0.57 -3.15
H 2.17 4.74 -0.47
H 3.79 0.97 0.31
H 1.87 3.89 -2.03
H 0.29 2.86 -6.60
H -0.43 -3.28 -2.29
H 1.06 1.40 -7.29
H 1.98 3.39 2.01
H -3.46 -0.97 -3.99
H 4.25 2.70 0.27
H -2.31 -2.30 -0.29
H 0.31 2.80 1.63
H 3.97 1.79 -1.24
H -1.99 -0.01 -4.44
H -1.77 -3.42 -3.46
H 0.33 -3.46 2.90
H -0.11 -3.78 5.35
H -1.53 0.30 5.61
H -3.23 -0.79 -0.56
H 1.56 1.63 2.13
H -0.29 -2.52 -3.88
H -1.13 0.60 3.19
H -3.66 -2.29 -1.49
```

Properties
Calculated total energy, eV: -55393.345
Net charge: +2
Largest force on an atom, eV/Å: 8.648

Results of the natural (NBO) charge analysis, in e, for atoms 1 through 6: number 1, I, carries 0.0399; number 2, Y, carries 1.9012; number 3, P, carries 0.7007; number 4, P, carries 0.7060; number 5, O, carries -0.9416; number 6, O, carries -0.3420

No. 3
C4H8ClN | ωB97M-V with the def2-TZVPD basis set

Geometry as XYZ:
```
14
C4H8ClN | the OMol25 dataset | ωB97M-V with the def2-TZVPD basis set
Cl 2.66 0.55 0.34
N 1.48 -1.74 -0.41
C -0.27 0.30 0.58
C -1.28 -0.82 0.39
C -0.47 1.40 -0.41
C 1.46 -0.60 -0.01
H 0.02 0.65 1.57
H -0.93 2.32 -0.15
H 0.53 1.74 -0.68
H 2.45 -1.89 -0.78
H -1.26 -0.88 -0.70
H -2.28 -0.50 0.68
H -1.06 1.11 -1.39
H -1.03 -1.63 0.97
```

Properties
Calculated total energy, eV: -18287.892
ΔE to the lowest compared entry with this formula, charge and spin, kcal/mol: 43.4
Largest force on an atom, eV/Å: 7.638

Results of the natural (NBO) charge analysis, in e, for atoms 1 through 6: number 1, Cl, carries -0.0270; number 2, N, carries -0.6457; number 3, C, carries -0.1416; number 4, C, carries -0.6330; number 5, C, carries -0.6614; number 6, C, carries 0.2478

Please write out number 2 again, unchanged.
C15H25INO5P2Y | ωB97M-V with the def2-TZVPD basis set

Geometry as XYZ:
```
50
C15H25INO5P2Y | the OMol25 dataset | ωB97M-V with the def2-TZVPD basis set
I 1.01 1.20 -4.57
Y -0.25 0.67 -0.96
P 1.85 2.30 -0.21
P -1.63 -1.21 -2.37
O -0.64 -0.03 0.99
O -1.50 -0.95 7.67
O 2.37 -1.26 -1.98
O -0.78 -3.03 7.53
O 0.40 -2.04 0.69
N -1.05 -1.92 7.02
C 1.39 2.56 1.56
C 1.13 2.16 -6.52
C 3.64 1.93 -0.21
C -2.83 -1.70 -1.06
C 1.47 -0.59 -1.63
C -0.31 -2.82 4.86
C -0.35 -1.39 2.89
C 1.59 3.95 -0.97
C -1.12 -0.51 5.03
C -0.99 -2.76 -3.08
C -0.17 -1.20 1.43
C -0.88 -0.36 3.67
C -0.06 -2.65 3.50
C -0.83 -1.75 5.61
C -2.65 -0.33 -3.61
H 0.51 4.20 -0.92
H 2.08 2.69 -6.59
H -3.07 0.57 -3.15
H 2.17 4.74 -0.47
H 3.79 0.97 0.31
H 1.87 3.89 -2.03
H 0.29 2.86 -6.60
H -0.43 -3.28 -2.29
H 1.06 1.40 -7.29
H 1.98 3.39 2.01
H -3.46 -0.97 -3.99
H 4.25 2.70 0.27
H -2.31 -2.30 -0.29
H 0.31 2.80 1.63
H 3.97 1.79 -1.24
H -1.99 -0.01 -4.44
H -1.77 -3.42 -3.46
H 0.33 -3.46 2.90
H -0.11 -3.78 5.35
H -1.53 0.30 5.61
H -3.23 -0.79 -0.56
H 1.56 1.63 2.13
H -0.29 -2.52 -3.88
H -1.13 0.60 3.19
H -3.66 -2.29 -1.49
```

Properties
Calculated total energy, eV: -55393.345
Net charge: +2
Largest force on an atom, eV/Å: 8.648

Results of the natural (NBO) charge analysis, in e, for atoms 1 through 6: number 1, I, carries 0.0399; number 2, Y, carries 1.9012; number 3, P, carries 0.7007; number 4, P, carries 0.7060; number 5, O, carries -0.9416; number 6, O, carries -0.3420

Look up the largest force on an atom of the first one. 3.202 eV/Å

Look up the calculated total energy of the second one. -55393.345 eV